Entry 1:
DFT (ωB97M-V/def2-TZVPD) results for a 2-piece molecular cluster, C35H17BF15NO overall in a non-equilibrium geometry.

XYZ file:
```
70
Properties=species:S:1:pos:R:3:forces:R:3
C 3.740560 5.138771 11.437131 -0.30 0.16 -0.39
O 2.767294 5.049193 10.366725 0.17 0.48 -0.19
C 2.789660 5.985370 9.380409 0.48 0.38 -0.06
C 3.688674 7.082319 9.386579 -0.28 -0.49 -0.02
C 3.769719 7.905035 8.272573 0.27 -0.16 -0.22
C 3.001839 7.661309 7.109910 -0.20 0.23 0.90
C 3.326461 8.304505 5.858413 1.01 -1.73 -0.39
C 4.672056 8.409542 5.446336 -0.35 0.65 -0.18
C 5.134272 8.812602 4.113316 0.61 -0.47 -0.04
C 4.484793 8.986738 2.905233 -0.05 0.45 -0.58
C 5.232978 9.276221 1.755876 0.07 -0.07 0.49
C 6.636390 9.315666 1.804261 0.17 -0.12 0.33
C 7.322268 9.024085 2.991117 -0.34 0.08 -0.02
C 6.544848 8.769277 4.116300 -0.43 -0.06 -0.25
N 6.952550 8.306373 5.373663 -1.29 -0.20 1.00
C 8.328755 8.006387 5.744942 0.17 -0.14 0.22
C 5.857370 8.079692 6.150325 0.97 0.40 -0.77
C 1.986664 6.668662 7.194555 0.34 0.55 -0.45
C 1.891711 5.840218 8.290596 0.31 -0.15 0.56
H 3.520730 4.296922 12.096087 0.04 0.17 -0.17
H 4.771906 5.060248 11.054336 -0.41 0.00 0.03
H 3.623224 6.081526 11.988481 0.00 -0.24 -0.11
H 4.349073 7.247084 10.241060 -0.32 0.06 -0.34
H 4.498000 8.725202 8.277904 -0.50 -0.21 0.04
H 2.583351 8.338969 5.058503 0.18 0.02 0.35
H 3.404678 8.925973 2.869028 0.18 0.06 -0.17
H 4.722207 9.481233 0.817153 0.10 -0.11 0.22
H 7.207876 9.540789 0.902761 -0.20 -0.05 0.26
H 8.408197 8.986041 3.069261 -0.28 0.07 -0.34
H 8.995268 8.438990 4.992194 -0.16 -0.09 0.33
H 8.555537 8.438026 6.731197 -0.06 -0.12 -0.40
H 8.494067 6.917739 5.780450 -0.09 0.39 -0.06
H 5.976822 7.666410 7.141221 0.02 0.03 -0.13
H 1.339551 6.538401 6.321612 0.09 -0.07 0.42
H 1.157611 5.041669 8.329694 0.10 0.10 -0.02
F -4.452869 9.328148 4.882877 0.53 -0.05 0.03
C -3.146170 9.578778 5.079156 0.07 0.07 0.09
C -2.459214 10.432955 4.227356 0.14 0.20 0.04
F -3.093245 11.000301 3.185208 0.12 -0.31 0.29
C -1.125691 10.762780 4.485828 -0.39 -0.17 0.01
F -0.578773 11.618245 3.575456 -0.25 -0.53 0.64
C -0.439264 10.293467 5.612893 -0.43 -0.24 -0.29
B 1.015928 10.794544 6.071763 0.50 -0.37 -0.09
C 1.552000 11.994386 5.140503 -0.09 0.52 -0.56
C 2.243539 11.778299 3.950522 -0.25 0.47 -0.11
F 2.134574 10.557530 3.340311 0.56 0.39 0.64
C 2.879068 12.797088 3.239652 -0.27 0.07 0.36
F 3.711774 12.526926 2.219468 -0.32 0.03 -0.01
C 2.627396 14.122642 3.602393 0.13 -0.18 0.09
F 3.214638 15.130253 2.935722 -0.19 -0.28 0.11
C 1.757483 14.389139 4.654004 -0.06 -0.02 0.08
F 1.398298 15.656028 4.941053 0.30 -0.46 -0.16
C 1.255711 13.333139 5.411971 0.12 0.19 -0.23
F 0.359501 13.686007 6.371546 0.61 -0.22 -0.39
C 1.030891 11.341666 7.601738 0.05 0.30 0.28
C 2.243993 11.568177 8.256808 -0.37 0.12 0.22
F 3.418823 11.500388 7.557608 -0.55 -0.50 0.54
C 2.311906 11.958727 9.597571 -0.03 -0.01 -0.22
F 3.493517 12.038494 10.233867 -0.05 0.09 -0.12
C 1.149188 12.294748 10.283956 -0.11 -0.05 -0.11
F 1.199426 12.719564 11.559645 0.07 -0.16 -0.44
C -0.066437 12.236781 9.612523 0.02 0.02 -0.33
F -1.186617 12.706975 10.190200 0.42 -0.27 -0.04
C -0.105138 11.759979 8.301170 0.03 0.37 0.48
F -1.320546 11.874550 7.704155 0.62 -0.37 0.24
H 1.832552 9.791851 6.007974 -0.62 1.16 0.12
C -1.153049 9.406266 6.422463 -0.45 -0.03 -0.24
F -0.593081 8.936397 7.574499 -0.20 0.08 -0.68
C -2.473648 9.032619 6.171512 0.18 0.16 0.16
F -3.128204 8.217004 7.018805 0.16 0.21 -0.26
```
Positions in Å, forces in eV/Å.

Output
Strongest force on any atom (eV Å⁻¹): 2.0
ΔE to the lowest compared entry with this formula, charge and spin (eV): 0.0000

***

Entry 2:
DFT (ωB97M-V/def2-TZVPD) results for C35H18Cl5N4O10S4Y as an isolated structure in a non-equilibrium geometry.

XYZ file:
```
77
Properties=species:S:1:pos:R:3:forces:R:3
Y 0.162896 0.554898 -0.512297 1.78 -1.51 0.98
O 2.369534 -2.554497 -6.714812 0.05 -0.04 0.09
C 2.803570 -2.930371 -5.607626 -0.09 0.03 -0.06
O 3.689968 -3.754016 -5.318664 0.00 0.01 0.00
C 2.116584 -2.258887 -4.385628 0.06 -0.06 -0.09
C 2.463451 -2.591805 -3.091127 -0.20 0.11 -0.01
C 1.825389 -1.974627 -2.017776 0.17 0.13 -0.45
N 0.877986 -1.038088 -2.207523 0.39 -0.34 -0.02
C 0.518995 -0.730947 -3.466751 0.15 -0.35 0.21
C 1.107609 -1.326990 -4.563582 -0.06 0.23 -0.19
C -0.650360 0.163326 -3.587792 -0.43 0.06 0.14
C -1.032376 0.743887 -4.787456 0.16 0.00 -0.06
C -2.238906 1.413493 -4.859338 -0.05 -0.09 -0.03
C -3.054346 1.448344 -3.744373 0.00 0.03 0.01
C -2.577562 0.908469 -2.563884 0.01 0.01 -0.06
N -1.392833 0.301047 -2.467647 0.14 0.19 -0.47
C 2.160861 -2.373129 -0.624791 -0.86 0.38 -0.05
C 3.328065 -3.109718 -0.372724 0.22 -0.18 0.33
C 3.610904 -3.499484 0.944425 0.10 -0.19 0.14
C 2.777523 -3.148748 1.958906 0.10 0.12 -0.29
C 1.536366 -2.417606 1.650406 -2.53 0.85 0.67
N 1.272529 -2.026626 0.277629 0.61 -0.73 -0.50
H 3.209387 -3.357601 -2.956144 0.02 -0.02 -0.04
H 0.802976 -1.103078 -5.576541 0.02 -0.03 0.01
H -0.378876 0.685780 -5.645411 0.00 -0.03 0.00
H -2.543045 1.888971 -5.783320 0.01 0.00 0.00
H -4.020940 1.930693 -3.756361 0.03 0.04 0.01
H -3.166994 0.971454 -1.662285 0.04 0.03 0.05
H 4.009125 -3.346752 -1.173567 0.02 0.01 0.05
H 4.513683 -4.060882 1.159218 0.00 0.06 -0.04
H 2.968027 -3.411308 2.992200 -0.01 0.04 -0.06
H 0.668457 -3.053402 1.960616 0.48 -0.32 -0.37
O 0.034386 1.714941 2.133195 0.28 1.55 -0.71
S 2.610115 0.135880 2.097408 -1.68 -0.23 0.62
O 3.822076 -0.680792 2.011018 0.44 -0.36 -0.05
O 2.109441 0.472810 0.682285 0.14 0.20 -0.21
C 1.159358 -1.186923 2.507674 5.07 0.67 -3.35
C 0.595852 -0.951665 4.817866 1.12 -0.88 5.56
C -0.104027 -0.555826 5.990361 -2.07 1.23 -1.98
C -1.478929 0.055321 5.554008 5.37 -2.46 2.00
C -1.359628 -0.139752 4.240286 -8.08 2.65 -0.65
C -0.025483 0.580329 2.555639 0.00 -0.31 -0.69
S -2.361490 1.311195 0.996091 -0.17 0.52 -0.27
O -3.689485 1.041202 0.505096 -0.09 0.15 0.00
O -1.494416 -0.466625 0.644412 -0.38 -1.69 1.38
O -1.505181 2.020335 -0.030263 -1.10 -0.92 0.56
H 1.633029 -1.296251 4.921963 -0.61 0.05 -0.49
H 0.297231 -0.649994 6.988742 0.10 0.21 -0.01
H -2.307092 0.445784 6.115305 0.00 -0.12 0.09
H -2.392786 -0.090743 3.765108 1.48 0.39 -0.49
Cl -0.097560 -0.688158 3.349407 3.70 3.26 3.13
C -1.068639 -1.812770 2.728014 -4.64 -6.36 -3.32
C -1.740576 -1.615303 1.470351 0.93 2.86 -0.74
C -2.690937 -2.484978 0.972832 -0.42 0.19 -0.39
Cl -3.376219 -2.143034 -0.575452 -0.01 -0.09 0.02
C -3.122991 -3.594592 1.684155 0.11 0.12 0.05
Cl -4.421484 -4.567312 1.117607 0.00 -0.03 -0.02
C -2.466024 -3.872358 2.871000 0.25 -0.26 -0.26
Cl -2.946511 -5.267218 3.771733 0.00 -0.03 0.03
C -1.398593 -3.080694 3.287037 0.03 0.50 0.99
Cl -0.622812 -3.610270 4.755570 0.10 -0.16 -0.19
O -2.633758 4.159961 -2.083217 0.05 -0.15 0.08
S -1.270182 4.585768 -2.239194 -0.01 0.27 -0.20
O -1.042249 5.689206 -3.138102 0.05 -0.01 0.00
N -0.261773 3.336446 -2.656882 -0.25 0.12 0.32
C 0.661952 3.167934 -1.748775 0.70 0.30 -0.76
S 1.988736 2.076777 -1.934782 -0.63 0.47 -0.01
C 0.558520 4.062853 -0.552962 -0.05 -0.03 0.03
C 1.330438 4.054651 0.592735 0.06 0.04 0.02
C 1.000810 4.952446 1.602055 0.02 0.03 0.00
C -0.061742 5.838002 1.457217 0.01 -0.02 -0.04
C -0.840675 5.836697 0.302429 -0.04 0.00 -0.04
C -0.508681 4.930212 -0.678706 -0.01 -0.08 0.04
H 2.146695 3.350774 0.698137 -0.04 -0.04 0.00
H 1.574191 4.951178 2.520045 -0.01 -0.01 0.00
H -0.291244 6.533062 2.255476 -0.02 -0.02 0.01
H -1.679347 6.509732 0.180105 0.00 0.00 0.03
```
Positions in Å, forces in eV/Å.

Output
Strongest force on any atom (eV Å⁻¹): 8.5
Net charge: -2
ΔE to the lowest compared entry with this formula, charge and spin (eV): 25.6303

***

Question: Number 2 is which compound?
Answer: C35H18Cl5N4O10S4Y

***

Question: Which of these has the highest ΔE to the lowest compared entry with this formula, charge and spin?
Answer: C35H18Cl5N4O10S4Y

***

Question: Which of these has the highest strongest force on any atom?
Answer: C35H18Cl5N4O10S4Y

***

Question: Among the records above, which one has the lowest ΔE to the lowest compared entry with this formula, charge and spin?
Answer: C35H17BF15NO